[1]
Here is a structure of composition C18H27AuN5OS at a distorted geometry from OMol25. Energies are from ωB97M-V/def2-TZVPD.

```
53
Properties=species:S:1:pos:R:3:forces:R:3:mulliken_charge:R:1
Au 0.072538 0.762668 0.032542 -0.0087 0.2773 -0.1560 0.8784
N -3.147521 -0.693548 -2.654877 0.0925 -0.2252 0.0097 -0.3424
C -2.220542 0.276491 -2.846786 -0.9181 0.1887 -0.4323 0.4723
N -2.492242 1.161094 -3.838873 0.1695 -0.0579 -0.1221 -0.4446
O -1.239897 0.410457 -2.125385 0.8564 -0.0022 0.6450 -0.5214
H -3.881388 -0.863119 -3.319673 -0.0047 0.0266 0.0378 0.1886
H -2.944513 -1.420755 -1.990898 0.0420 0.0573 -0.0649 0.1912
H -3.183228 0.989144 -4.546629 -0.0448 -0.0206 0.0458 0.1743
H -1.805693 1.869451 -4.024517 0.0379 0.0040 0.0110 0.2312
N 2.935544 0.690866 -2.038563 -0.0767 0.0326 0.1497 -0.3559
C 2.297017 -0.479375 -1.946565 0.8372 -0.3893 -0.4995 0.2823
N 1.159657 -0.683466 -1.355738 -0.5251 1.5723 1.4341 0.4456
C 0.756470 -1.993614 -1.442104 -0.1843 -1.3379 -0.2830 -0.4648
C -0.416671 -2.533375 -0.928835 0.1463 0.1822 -0.0729 -0.3740
C -0.654739 -3.885948 -1.082307 -0.0453 0.0033 0.0504 -0.9620
C 0.260007 -4.708966 -1.731593 0.0198 -0.0520 -0.0541 -0.6159
C 1.434805 -4.194085 -2.247704 -0.0498 0.0885 0.0347 -0.5297
C 1.665312 -2.837884 -2.104588 -0.2471 0.3967 0.1840 0.8924
S 3.036397 -1.911588 -2.661015 -0.3951 0.4185 0.2464 -0.2764
H 2.549885 1.509610 -1.601806 0.0207 0.1290 -0.0782 0.1842
H 3.834194 0.735012 -2.484568 -0.0021 0.1631 0.0275 0.2173
H -1.109002 -1.884050 -0.413701 -0.1328 0.0096 0.1040 0.7339
H -1.559881 -4.316842 -0.681656 -0.0734 -0.0187 0.0356 0.4314
H 0.049981 -5.760902 -1.839164 -0.0107 -0.1114 0.0172 0.4150
H 2.156016 -4.825043 -2.740221 0.0529 -0.1177 -0.0942 0.4412
C 2.817084 -0.299174 3.450349 -0.1208 0.4338 -0.2483 -1.5644
C 1.795581 -0.574418 2.335011 -0.5563 -0.5081 -0.1631 0.9791
C 2.059081 -1.945934 1.718456 -0.2314 0.1187 0.0524 -1.3156
C 1.869570 0.527671 1.296227 -0.1373 0.2805 0.6631 -1.2007
H 2.777642 -1.088634 4.196715 -0.0233 -0.1061 -0.0463 0.4153
H 2.613045 0.643544 3.951366 -0.0060 0.1271 0.0642 0.3941
H 3.821031 -0.253955 3.038320 0.2202 -0.0449 -0.0041 0.3928
H 0.802462 -0.589487 2.798723 0.0531 0.1065 -0.0350 0.2353
H 3.004135 -1.945797 1.177929 0.1597 -0.0363 -0.0642 0.3432
H 1.267508 -2.223719 1.028652 -0.0193 -0.0939 -0.0464 0.1084
H 2.109104 -2.708880 2.490873 0.0196 -0.0658 0.0519 0.4663
H 2.685449 0.344098 0.604674 -0.2396 -0.0519 -0.5257 0.4147
H 2.020376 1.495174 1.757887 -0.4499 0.3124 -0.1515 0.4310
C 0.163708 2.783515 3.111610 0.5697 0.0200 -0.2851 -0.9908
C -1.022752 2.932421 2.262238 -1.0866 1.4947 1.6887 0.4947
C -2.114500 3.815833 2.545878 2.2798 -1.4193 0.3992 -0.7948
C -3.013656 3.656732 1.532396 0.4117 -1.4281 -2.1680 -0.8940
C -2.456018 2.677296 0.654650 -1.6826 1.4900 0.1807 0.5512
C -3.089641 2.165956 -0.562144 0.1897 -0.3791 -0.3967 -0.9272
N -1.254031 2.260435 1.112984 1.3662 -1.3341 -0.4447 -0.0169
H 0.015248 3.291778 4.060665 0.0381 -0.0758 0.0245 0.3679
H 1.033066 3.222550 2.618769 0.3055 0.0982 0.1573 0.2235
H 0.383081 1.732268 3.280857 0.0476 -0.1975 0.2645 0.0610
H -2.178725 4.457106 3.403392 0.0898 0.1178 0.1661 0.4399
H -3.958079 4.144149 1.387654 -0.2249 -0.0228 -0.0573 0.4370
H -4.077012 2.597088 -0.699732 -0.0154 -0.0291 -0.0052 0.3005
H -3.160023 1.079668 -0.512660 -0.2972 -0.1778 -0.0859 0.2196
H -2.465242 2.390487 -1.426517 -0.2167 0.1543 -0.1607 0.1366
```
Positions in Å, forces in eV/Å.

Results
- E_tot: -1584.74724 a.u.
- Multiplicity: 1
- Net charge: +1


[2]
Here is a cluster of 3 separate species, C35H61Cl2N2OP in total from OMol25. Energies are from ωB97M-V/def2-TZVPD.

```
102
Properties=species:S:1:pos:R:3:forces:R:3:mulliken_charge:R:1
C -8.727670 7.224810 -4.982960 0.1253 -0.0802 0.2697 -1.1160
C -8.273500 5.902651 -4.332655 -0.0512 0.0952 -0.0100 -0.4002
C -7.132809 5.208233 -5.080448 0.0568 0.0494 0.1238 -0.7099
C -7.040455 3.704283 -4.814453 -0.0228 0.1580 0.0722 -0.4436
C -6.253173 2.936857 -5.878237 -0.0537 0.0602 0.0679 -1.0465
C -4.740799 2.988969 -5.681409 0.0182 0.2439 -0.0070 -0.6228
C -4.263346 2.339177 -4.375723 0.0153 -0.1602 -0.0808 -0.7284
C -2.874184 1.676460 -4.455851 0.0198 0.2465 -0.0677 -0.8690
C -1.737176 2.450165 -3.758671 -0.1565 -0.1661 0.1390 -0.7577
C -1.187662 1.743019 -2.516480 -0.1633 0.0174 -0.0516 -0.6065
C 0.163164 2.294963 -2.033102 -0.0333 -0.1737 -0.0189 -0.9669
C 1.191094 1.193087 -1.791873 -0.0523 -0.1243 -0.0998 -0.7962
C 0.715342 0.169294 -0.733424 -0.1657 0.2104 -0.0205 -1.2948
P 1.970640 -0.185603 0.536659 0.0428 -0.0163 0.0263 0.8184
C 1.265838 1.094478 1.764270 -0.0811 -0.0755 -0.1251 -1.6722
O 2.041332 1.021810 2.957644 -0.0882 -0.0075 0.0647 -0.2348
C 2.869959 2.060683 3.281149 0.1211 0.0374 -0.2543 0.6303
C 3.473843 2.859642 2.312469 -0.0372 0.0422 0.1797 -0.3005
C 4.335716 3.891350 2.673319 -0.1282 -0.1737 0.0046 0.5165
C 4.987589 4.751535 1.625445 -0.1764 0.1064 0.1596 -1.5797
C 4.586310 4.093210 4.023503 -0.0193 -0.0513 0.0036 -1.0085
C 3.993806 3.280090 4.981738 -0.0372 0.0286 -0.1095 -0.5055
C 3.124432 2.249565 4.638904 0.1788 0.1889 0.1227 0.1050
C 2.448561 1.370383 5.666286 0.0602 -0.1051 -0.0264 1.0346
C 0.994875 1.799711 5.865303 -0.0409 -0.0501 -0.2085 -1.3199
C 3.182211 1.315040 7.001641 -0.0105 -0.1029 0.0888 -1.8798
C 2.911931 -1.592132 -0.457920 -0.0555 -0.1437 0.0837 -0.0785
Cl 2.700793 -1.757394 -2.178501 -0.0044 -0.0298 -0.1123 -0.2197
C 3.734651 -2.418825 0.184112 0.0784 0.1144 0.0414 0.4691
C 4.067710 -2.330046 1.648308 -0.0351 0.2616 0.0147 -1.2510
Cl 4.600267 -3.691433 -0.638101 -0.0037 -0.0870 -0.0615 -0.2005
H -9.771053 7.176414 -5.286265 -0.0239 0.0240 -0.1269 0.2686
H -8.634744 8.061217 -4.291403 -0.0052 0.0498 -0.0088 0.2788
H -8.120123 7.459217 -5.855457 -0.0305 0.0295 -0.0940 0.3730
H -9.121436 5.218998 -4.265136 -0.0370 -0.0306 -0.0371 0.3543
H -7.967127 6.099510 -3.304151 0.0097 -0.1048 0.0619 0.3330
H -7.248827 5.384629 -6.152959 -0.0690 -0.0654 -0.0569 0.3812
H -6.195363 5.688360 -4.785983 0.0838 0.0440 -0.1812 0.2062
H -6.581629 3.554422 -3.834363 -0.0676 -0.1261 0.0783 0.1727
H -8.053204 3.302739 -4.737621 -0.0397 -0.0345 -0.0915 0.4781
H -6.501199 3.356604 -6.856449 -0.0206 -0.0380 -0.0655 0.3782
H -6.586834 1.896383 -5.900306 0.0875 -0.0704 0.0594 0.3681
H -4.248667 2.511217 -6.530579 -0.0308 -0.0839 -0.0289 0.5415
H -4.433149 4.039023 -5.709057 0.1255 -0.0006 -0.0304 0.1736
H -4.248104 3.088967 -3.583268 -0.1032 -0.0405 0.1290 0.3803
H -5.001447 1.588746 -4.082761 -0.0336 -0.0202 0.0282 0.4185
H -2.610983 1.556783 -5.507825 -0.0264 -0.1194 -0.0353 0.3874
H -2.935359 0.670116 -4.040603 0.0567 -0.0527 0.0387 0.4844
H -0.911340 2.615178 -4.452016 0.0095 0.0605 -0.0466 0.3934
H -2.125219 3.425359 -3.457680 0.1964 0.1830 -0.1032 0.3661
H -1.933038 1.812687 -1.720268 -0.0318 -0.0786 0.0328 0.1843
H -1.101121 0.676654 -2.744208 0.1287 -0.0214 -0.0324 0.3932
H 0.028309 2.869051 -1.114136 0.0367 0.1329 -0.0097 0.3180
H 0.561322 2.969267 -2.793395 0.0293 0.1226 0.0610 0.5024
H 1.366758 0.665741 -2.729302 0.0506 -0.0215 -0.0098 0.4511
H 2.154337 1.627551 -1.517776 0.0070 0.0910 0.0608 0.5850
H 0.354795 -0.748888 -1.189923 0.1242 -0.0647 -0.0492 0.7270
H -0.130101 0.603319 -0.196197 -0.0133 -0.0402 0.0780 0.5330
H 3.190036 0.534617 0.519995 0.0460 -0.0395 0.0420 -0.0902
H 1.675866 -1.177896 1.494556 0.0254 -0.0176 0.0772 -0.0710
H 1.217364 2.118346 1.384067 0.0249 0.0409 -0.0477 0.6574
H 0.246942 0.786514 2.024605 -0.0230 0.0119 0.1033 0.5217
H 3.276296 2.676304 1.265417 0.0191 0.0069 -0.0576 0.2791
H 4.885641 5.803997 1.891921 0.0725 0.0378 -0.0150 0.3719
H 4.514414 4.614325 0.655771 0.0629 -0.0636 -0.0898 0.3474
H 6.050344 4.530016 1.542261 0.0619 -0.0184 -0.0747 0.3116
H 5.256767 4.888684 4.321759 0.0106 0.0332 0.0790 0.4037
H 4.206857 3.464171 6.026288 0.0202 -0.0151 0.0309 0.3577
H 2.441473 0.359035 5.253376 -0.0232 -0.0234 -0.0057 0.3083
H 0.947162 2.841920 6.183053 -0.0122 0.0184 0.1017 0.3200
H 0.440583 1.708962 4.930986 -0.0230 0.0225 -0.0080 0.3112
H 0.503357 1.173204 6.609447 -0.0224 0.0117 0.0839 0.3710
H 2.834462 0.456109 7.576849 -0.0565 0.0039 0.0177 0.4465
H 4.257833 1.201879 6.868229 0.0361 0.0269 0.0046 0.4489
H 2.992584 2.199230 7.612761 0.0698 0.0934 -0.0490 0.3415
H 4.056409 -1.293519 1.988116 -0.0303 0.0213 0.0174 0.2433
H 5.070987 -2.710405 1.819502 0.0023 -0.0879 0.0164 0.4814
H 3.370834 -2.895443 2.267010 0.0311 -0.1425 -0.0565 0.2530
C 1.825221 -6.441661 -1.177787 0.0131 0.0149 0.0238 -0.9236
C 3.215282 -6.998618 -0.905563 -0.0724 0.0614 -0.0406 -0.2136
C 3.294162 -8.522146 -1.061089 0.0917 0.1245 -0.0402 -0.5535
C 2.480335 -9.221978 -0.069461 -0.0001 -0.0738 0.0119 0.2730
N 1.848218 -9.767018 0.718717 -0.0807 0.0648 0.0704 -0.4572
H 1.096410 -6.823245 -0.460584 -0.0070 -0.0352 0.0130 0.2328
H 1.833826 -5.354558 -1.099983 0.0001 0.0090 -0.0018 0.1343
H 1.481927 -6.707852 -2.180009 0.0014 0.0065 -0.0006 0.3764
H 3.535086 -6.714402 0.097104 0.0365 -0.0094 0.0351 0.2444
H 3.927444 -6.552745 -1.601011 0.0271 -0.0318 -0.0068 0.2663
H 4.324577 -8.864310 -0.954314 -0.0106 -0.0273 0.0326 0.3074
H 2.957482 -8.823456 -2.055075 -0.0326 -0.0109 0.0034 0.3125
C 1.245499 -7.992780 5.155993 -0.0233 0.0500 0.0241 -1.1106
C 0.162102 -7.057967 4.631979 0.0628 -0.0833 0.0699 -0.5099
C 0.339398 -6.737739 3.144026 -0.1084 -0.0391 0.0551 -0.3092
C 1.568176 -5.989143 2.887400 -0.0102 0.0913 -0.0597 0.2322
N 2.519170 -5.371579 2.706462 0.0325 -0.0274 -0.0222 -0.4360
H 2.231526 -7.530605 5.087161 -0.0015 -0.0028 -0.0204 0.3256
H 1.066450 -8.242463 6.201757 0.0107 -0.0074 -0.0068 0.3302
H 1.267346 -8.920803 4.583079 0.0077 -0.0175 -0.0025 0.3065
H 0.155098 -6.130674 5.208073 -0.0146 0.0165 -0.0302 0.3000
H -0.818752 -7.518826 4.758767 -0.0133 0.0053 -0.0256 0.3063
H -0.500073 -6.147254 2.771512 0.0475 0.0102 -0.0137 0.3255
H 0.373137 -7.661523 2.565020 0.0377 -0.0456 -0.0674 0.2291
```
Positions in Å, forces in eV/Å.

Results
- Structure (SMILES): CCCCCCCCCCCCC[PH2](COc1cc(C)ccc1C(C)C)/C(Cl)=C(\C)Cl.CCCC#N.CCCC#N
- E_tot: -2816.60097 a.u.
- Multiplicity: 1
- Net charge: 0


Q: Which of these has the highest E_tot?
A: C18H27AuN5OS


Q: The lowest net charge belongs to which entry?
A: C35H61Cl2N2OP


Q: Among the records above, which one has the lowest E_tot?
A: C35H61Cl2N2OP